Computed, not measured: C25H22BrINO2PdS2SeSi as an isolated structure, with wB97M-V/def2-TZVPD.

XYZ file:
```
57
Properties=species:S:1:pos:R:3
I 2.36598 1.22173 -1.25778
Pd 0.11093 0.15048 -0.16976
Br 4.23532 -4.77523 3.87721
Se 0.41668 -1.58596 -1.96220
S -0.94032 1.80163 1.23225
S -1.47463 -1.23764 0.64707
Si -1.40779 -2.79918 -2.52960
O 1.43896 -1.04507 1.09675
O 1.87293 0.95425 1.99676
N 4.73164 -0.74797 4.50891
C -0.39491 2.98328 -4.81348
C 1.16091 1.92012 -2.80086
C -2.44134 2.35254 -3.63438
C -2.10650 -3.94080 -1.21350
C -1.03158 2.37812 -3.70131
C -2.48792 -1.35927 3.17164
C -2.68758 0.52920 4.64333
C 4.02972 -2.89292 3.75322
C -2.82049 -1.76137 -3.19753
C -3.05569 1.74372 -2.58303
C 3.11124 -2.34123 2.88184
C 1.75456 2.50981 -3.87834
C -2.06120 1.33115 3.70090
C -0.92854 1.13249 -1.58062
C 2.03688 -0.26542 1.92380
C 0.96109 3.04053 -4.91355
C 4.81695 -2.07306 4.54624
C 3.84433 -0.21330 3.67350
C -2.90099 -0.82166 4.38284
C -2.30071 1.12702 -1.56991
C -0.25322 1.78829 -2.66315
C -0.74638 -3.87699 -3.92000
C -1.89242 -0.54514 2.21810
C -1.66202 0.80563 2.47395
C 3.01509 -0.95821 2.84393
H -1.31665 -4.51615 -0.72827
H -3.37333 -1.45634 5.12176
H -1.54640 -4.52048 -4.29610
H 3.76760 0.86661 3.64496
H -2.99396 0.95635 5.59008
H -2.45760 -1.01329 -3.90440
H 2.47870 -2.93889 2.23977
H -0.37449 -3.26524 -4.74386
H -1.02211 3.40100 -5.59235
H -3.32340 -1.23655 -2.38613
H -2.81806 0.62472 -0.76626
H -3.55494 -2.39470 -3.70400
H 5.53632 -2.50687 5.23148
H 2.83240 2.57764 -3.93948
H -4.13724 1.71960 -2.52011
H -2.62316 -2.41425 2.96357
H 1.43517 3.49622 -5.77301
H -3.01159 2.82642 -4.42440
H -1.86799 2.37595 3.90842
H -2.62752 -3.37802 -0.44707
H -2.81667 -4.63714 -1.67070
H 0.07564 -4.50567 -3.57465
```

The energy above the lowest of the compared OMol25 structures with the same formula, charge and spin is 22.0 kcal/mol. As for the total charge: -1. As for the LUMO energy: 1.428 eV.